Molecular formula: C19H20N5O2RuS
Method: DFT, ωB97M-V/def2-TZVPD

Positions of all 48 atoms, in Å:
Ru 0.444 -0.253 0.055
S -5.736 1.968 -3.220
O -1.564 -3.351 1.972
O -0.664 -1.909 0.604
N 0.526 -0.542 2.557
N -5.937 2.900 -0.778
N -0.261 -1.674 2.824
N 1.742 1.256 -0.541
N -1.377 0.701 -0.520
C -3.009 1.167 -2.199
C 4.550 -1.148 -0.926
C 1.401 2.524 -0.714
C 2.305 3.489 -1.184
C -0.833 -2.310 1.782
C 3.278 -0.528 -0.684
C -1.848 -3.865 3.307
C -3.440 1.737 0.077
C -1.790 0.677 -1.808
C -2.206 1.224 0.406
C 3.495 -3.284 -0.699
C 3.037 0.870 -0.822
C 4.644 -2.510 -0.932
C 3.608 3.124 -1.457
C -5.215 2.238 -1.694
C 3.982 1.798 -1.266
C 2.120 -1.318 -0.355
C 2.227 -2.679 -0.405
C -3.875 1.717 -1.255
H -3.309 1.123 -3.237
H -6.844 3.251 -1.044
H 5.593 -2.992 -1.127
H 0.194 0.236 3.122
H -1.115 0.238 -2.533
H -1.863 1.232 1.433
H -5.618 3.126 0.147
H -4.049 2.128 0.880
H 1.362 -3.309 -0.249
H -2.510 -4.706 3.148
H 4.996 1.483 -1.470
H 3.566 -4.365 -0.745
H -0.927 -4.207 3.778
H 5.434 -0.552 -1.110
H -2.355 -3.104 3.899
H -0.324 -2.025 3.769
H 1.492 -0.728 2.823
H 4.324 3.854 -1.813
H 1.966 4.507 -1.322
H 0.381 2.793 -0.475

As for the strongest force on any atom: 0.84 eV Å⁻¹. The calculation puts the HOMO energy (alpha / beta) at -15.3 / -15.3 eV. Its total energy is -44961.1352 eV. The calculation puts the energy above the lowest of the compared OMol25 structures with the same formula, charge and spin at 0.0 kJ/mol. The net charge is +3. The spin multiplicity is 5. Its HOMO-LUMO gap (alpha / beta) is 0.1901 / 0.0787 Ha.